No. 1
Molecular formula: CH3Cl2NO2S
Method: DFT, ωB97M-V/def2-TZVPD

Values from the calculation:
2S+1: 1
Energy above the lowest of the compared OMol25 structures with the same formula, charge and spin in kcal/mol: 95.6
Kohn-Sham gap (alpha / beta) in eV: 8.803 / 4.702

Each line ends with the Mulliken charge.
Cartesian coordinates (Å):
Cl (0.122, -2.789, -0.768)  -0.0279
Cl (-2.401, 0.467, -0.279)  -0.1580
S (1.366, -0.457, 0.649)  1.0702
O (2.642, -0.797, 0.126)  -0.5497
O (1.289, 0.002, 2.009)  -0.5616
N (0.600, 0.680, -0.402)  -0.3693
C (0.058, -1.682, 0.441)  -0.2013
H (-0.398, 0.729, -0.123)  0.2034
H (-0.856, -1.251, 0.567)  0.3458
H (1.162, 1.465, -0.593)  0.2483

---

No. 2
Molecular formula: C18H27N2O3
Method: DFT, ωB97M-V/def2-TZVPD

Values from the calculation:
2S+1: 1
Net charge: +1
Energy above the lowest of the compared OMol25 structures with the same formula, charge and spin in kcal/mol: 0.7
Kohn-Sham gap in eV: 9.077

Each line ends with the Mulliken charge.
Cartesian coordinates (Å):
O (-1.254, 3.510, 3.242)  -0.3188
O (0.141, -0.956, -0.674)  -0.8465
O (0.055, 1.992, 4.262)  -0.5707
N (0.933, -1.436, -2.756)  -0.0498
N (-1.229, 1.129, -0.203)  0.3895
C (1.997, -3.081, -1.276)  -0.6223
C (1.775, -2.555, -2.543)  0.6158
C (3.441, -4.743, -2.221)  -0.7155
C (-1.932, 4.269, 5.462)  -1.1225
C (-0.630, 0.389, -2.502)  -0.8509
C (-3.021, 0.185, 1.180)  -0.6691
C (-1.006, 4.478, 4.276)  -0.3063
C (-1.106, 1.381, 2.241)  1.0973
C (2.830, -4.174, -1.119)  -0.6921
C (-2.598, 1.058, 2.357)  -0.9500
C (3.217, -4.215, -3.481)  -0.6937
C (2.388, -3.120, -3.669)  0.8815
C (-2.681, 0.873, -0.135)  -0.6752
C (2.166, -2.572, -5.050)  -1.5748
C (0.206, -0.739, -1.891)  0.9802
C (-0.813, 2.030, 0.889)  -1.2338
C (-0.771, 1.574, -1.539)  -0.6772
C (-0.686, 2.317, 3.380)  -0.2346
H (-3.208, 1.828, -0.215)  0.4295
H (-0.703, 0.179, -0.097)  0.1736
H (-3.170, 1.987, 2.359)  0.3582
H (-1.611, -0.025, -2.750)  0.2928
H (2.997, -4.576, -0.132)  0.4122
H (-2.510, -0.779, 1.229)  0.3149
H (2.727, -3.159, -5.772)  0.3780
H (0.886, -1.164, -3.730)  0.1715
H (-2.972, 4.310, 5.146)  0.2948
H (-4.093, -0.003, 1.218)  0.4283
H (-1.737, 3.306, 5.926)  0.3189
H (-2.791, 0.540, 3.295)  0.3902
H (-1.463, 2.318, -1.942)  0.3244
H (-1.757, 5.050, 6.196)  0.4050
H (-0.182, 0.748, -3.428)  0.4534
H (1.522, -2.640, -0.417)  0.4558
H (-2.971, 0.240, -0.974)  0.4020
H (0.207, 2.046, -1.419)  0.3869
H (-1.181, 5.444, 3.800)  0.3189
H (-1.353, 2.977, 0.805)  0.4315
H (1.114, -2.621, -5.335)  0.3839
H (4.092, -5.595, -2.103)  0.3935
H (-0.518, 0.464, 2.348)  0.3759
H (0.039, 4.396, 4.588)  0.3473
H (3.697, -4.662, -4.339)  0.3523
H (0.258, 2.223, 0.800)  0.4662
H (2.510, -1.540, -5.130)  0.3795

---

No. 3
Molecular formula: C7H11O10S
Method: DFT, ωB97M-V/def2-TZVPD

Values from the calculation:
2S+1: 1
Net charge: -1
Energy above the lowest of the compared OMol25 structures with the same formula, charge and spin in kcal/mol: 0.0
Kohn-Sham gap in eV: 6.693

Each line ends with the Mulliken charge.
Cartesian coordinates (Å):
S (2.670, 0.417, -2.567)  1.1763
O (-2.765, -2.282, 0.658)  -0.3709
O (0.027, 0.195, -1.248)  -0.3787
O (3.941, -0.072, -3.237)  -0.6344
O (-0.329, 2.665, 1.905)  -0.4668
O (2.175, -0.791, -1.488)  -0.2579
O (1.677, 0.656, -3.683)  -0.5937
O (-0.881, 1.540, 3.756)  -0.6983
O (-3.180, -0.270, -0.552)  -0.5720
O (0.050, -2.069, -1.524)  -0.3692
O (0.086, 3.607, 3.815)  -0.8126
C (-0.349, -2.528, -0.191)  -0.2040
C (0.731, -0.819, -1.425)  0.6237
C (-1.880, -3.003, -0.229)  -0.4231
C (-2.704, -0.867, 0.451)  0.5448
C (3.095, 2.011, -1.710)  -0.7078
C (-2.029, 0.074, 1.590)  -0.6470
C (-0.389, 2.576, 3.267)  0.7079
H (-2.784, 0.056, 2.464)  0.3574
H (-1.839, 1.132, 1.208)  0.2457
H (4.051, 1.832, -1.088)  0.3081
H (0.317, -3.429, 0.065)  0.2648
H (2.214, 2.269, -1.032)  0.2812
H (-1.069, -0.418, 1.966)  0.2514
H (-0.124, -1.712, 0.577)  0.2173
H (-2.212, -3.035, -1.321)  0.2730
H (3.304, 2.814, -2.506)  0.3038
H (-1.887, -4.100, 0.137)  0.2976
H (0.084, 3.550, 1.942)  0.2835

---

Question: What is the energy above the lowest of the compared OMol25 structures with the same formula, charge and spin in the first record?
Answer: 95.6 kcal/mol

---

Question: Which value of 2S+1 does entry 3 give?
Answer: 1

---

Question: Among the records above, which one has the lowest energy above the lowest of the compared OMol25 structures with the same formula, charge and spin?
Answer: C7H11O10S